{
  "formula": "CH2N4",
  "method": "ωB97M-V with the def2-TZVPD basis set",
  "elements": ["C", "N", "N", "N", "N", "H", "H"],
  "positions_angstrom": [[1.068, -0.139, -0.152], [0.265, -1.225, -0.067], [-0.970, -0.891, -0.121], [-0.961, 0.404, -0.109], [0.258, 0.991, -0.135], [2.067, -0.010, 0.287], [-1.727, 0.870, 0.297]],
  "orbital_gap_ev": 11.66,
  "relative_energy_kj_mol": 216.6,
  "energy_ha": -258.26323,
  "e_lumo_ev": 0.83,
  "charge": 0
}

---

{
  "formula": "C14H21CeN5O2P",
  "method": "ωB97M-V with the def2-TZVPD basis set",
  "elements": ["Ce", "N", "C", "C", "C", "C", "C", "N", "C", "C", "C", "C", "C", "N", "H", "H", "H", "H", "H", "H", "H", "H", "H", "N", "N", "C", "O", "O", "H", "H", "H", "C", "P", "C", "C", "H", "H", "H", "H", "H", "H", "H", "H", "H"],
  "positions_angstrom": [[6.994, 9.452, 9.722], [7.158, 5.655, 9.716], [7.213, 6.206, 10.988], [7.128, 5.299, 12.058], [7.244, 5.692, 13.386], [7.376, 7.084, 13.627], [7.350, 7.948, 12.554], [7.328, 7.532, 11.232], [7.185, 6.221, 8.462], [7.306, 5.286, 7.421], [7.423, 5.662, 6.108], [7.318, 7.047, 5.811], [7.120, 7.936, 6.851], [7.058, 7.510, 8.167], [7.165, 4.646, 9.666], [6.939, 4.254, 11.793], [7.176, 4.992, 14.209], [7.471, 7.472, 14.635], [7.359, 9.050, 12.680], [7.424, 4.253, 7.718], [7.614, 4.926, 5.325], [7.303, 7.450, 4.795], [6.991, 9.014, 6.669], [4.507, 9.364, 9.925], [4.770, 10.418, 9.061], [5.159, 11.554, 9.863], [4.594, 12.661, 9.841], [6.075, 11.222, 10.691], [3.957, 8.578, 9.550], [4.085, 9.780, 10.753], [4.167, 10.604, 8.266], [11.301, 9.155, 8.912], [10.018, 10.228, 9.653], [10.842, 10.506, 11.275], [10.474, 11.785, 8.866], [12.290, 9.632, 9.026], [11.050, 9.014, 7.857], [11.262, 8.201, 9.399], [11.880, 10.845, 11.070], [10.848, 9.613, 11.883], [10.401, 11.352, 11.812], [11.524, 12.063, 9.046], [9.828, 12.610, 9.194], [10.337, 11.729, 7.796]],
  "orbital_gap_ev": [8.50, 8.54],
  "relative_energy_kj_mol": 0.0,
  "multiplicity": 2,
  "energy_ha": -1786.37488,
  "e_lumo_ev": [-6.58, -6.54],
  "charge": 2
}

---

{
  "formula": "C5H14O",
  "method": "ωB97M-V with the def2-TZVPD basis set",
  "elements": ["C", "C", "C", "H", "H", "H", "H", "H", "H", "H", "H", "C", "C", "O", "H", "H", "H", "H", "H", "H"],
  "positions_angstrom": [[1.516, 2.592, -0.691], [0.792, 1.314, -0.263], [1.718, 0.352, 0.491], [0.771, 3.341, -0.949], [2.201, 2.300, -1.490], [2.212, 2.978, 0.056], [-0.109, 1.479, 0.332], [0.487, 0.775, -1.164], [2.777, 0.654, 0.483], [1.561, 0.207, 1.559], [1.810, -0.637, 0.032], [-1.232, -2.441, -0.142], [-2.424, -1.482, 0.021], [-2.207, -0.816, 1.330], [-1.040, -2.916, -1.097], [-1.232, -3.162, 0.673], [-0.380, -1.782, 0.062], [-2.309, -0.652, -0.667], [-3.358, -1.973, 0.251], [-1.555, -0.131, 1.171]],
  "orbital_gap_ev": 11.17,
  "relative_energy_kj_mol": 123.5,
  "energy_ha": -274.09501,
  "e_lumo_ev": 0.94,
  "charge": 0
}

---

{
  "formula": "C17H12GaNO5",
  "method": "ωB97M-V with the def2-TZVPD basis set",
  "elements": ["Ga", "O", "C", "O", "C", "C", "C", "C", "C", "O", "C", "C", "O", "O", "H", "H", "H", "H", "H", "H", "H", "H", "N", "C", "C", "C", "C", "C", "C", "C", "C", "C", "H", "H", "H", "H"],
  "positions_angstrom": [[0.608, 0.675, 0.678], [2.870, 3.755, 0.851], [2.486, 2.657, 0.558], [1.216, 2.367, 0.278], [3.470, 1.496, 0.351], [3.073, 0.672, -0.880], [4.197, -0.243, -1.337], [4.206, -1.327, -0.233], [3.087, -0.859, 0.683], [2.124, -0.291, -0.283], [3.481, 0.392, 1.478], [2.507, 0.615, 2.645], [2.899, 0.934, 3.731], [1.236, 0.318, 2.373], [4.459, 1.933, 0.244], [2.556, 1.226, -1.657], [5.135, 0.304, -1.412], [3.973, -0.671, -2.312], [5.149, -1.386, 0.307], [3.982, -2.311, -0.640], [2.582, -1.628, 1.259], [4.475, 0.303, 1.907], [-8.818, -1.353, -1.378], [-7.710, -1.147, -1.155], [-6.323, -0.888, -0.877], [-5.761, -1.332, 0.318], [-4.427, -1.084, 0.581], [-3.647, -0.393, -0.346], [-4.217, 0.051, -1.541], [-5.550, -0.195, -1.807], [-2.264, -0.131, -0.074], [-1.097, 0.094, 0.136], [-6.372, -1.866, 1.032], [-3.981, -1.423, 1.506], [-3.607, 0.590, -2.252], [-5.998, 0.146, -2.730]],
  "orbital_gap_ev": 9.08,
  "relative_energy_kj_mol": 0.0,
  "energy_ha": -3010.79557,
  "e_lumo_ev": -0.52,
  "charge": 0
}

---

{
  "formula": "CHClNO2P",
  "method": "ωB97M-V with the def2-TZVPD basis set",
  "elements": ["H", "N", "P", "O", "C", "O", "Cl"],
  "positions_angstrom": [[-0.877, -0.053, 0.090], [0.016, 0.287, -0.182], [1.309, -0.400, 0.313], [2.337, 0.782, -0.155], [3.779, 0.601, 0.038], [4.530, 1.487, 0.087], [4.304, -0.998, -0.097]],
  "orbital_gap_ev": 9.94,
  "relative_energy_kj_mol": 67.7,
  "energy_ha": -1045.48905,
  "e_lumo_ev": -0.27,
  "charge": 0
}

---

{
  "formula": "C6H13N",
  "method": "ωB97M-V with the def2-TZVPD basis set",
  "elements": ["C", "C", "C", "C", "C", "C", "N", "H", "H", "H", "H", "H", "H", "H", "H", "H", "H", "H", "H", "H"],
  "positions_angstrom": [[1.300, -2.408, -1.080], [0.905, -1.180, -0.208], [0.147, -0.109, -0.890], [-0.516, 0.736, 0.137], [-1.665, 0.153, 0.747], [-0.188, 2.090, 0.255], [0.082, 2.863, 1.360], [0.398, -2.947, -1.132], [1.533, -2.373, -2.052], [2.123, -2.830, -0.455], [1.883, -0.748, 0.201], [0.477, -1.574, 0.777], [0.832, 0.352, -1.624], [-0.714, -0.442, -1.477], [-2.565, -0.160, 0.216], [-2.049, 0.632, 1.605], [-1.276, -0.786, 1.122], [0.034, 2.628, -0.725], [-0.331, 2.385, 2.144], [-0.412, 3.714, 1.078]],
  "orbital_gap_ev": 8.01,
  "relative_energy_kj_mol": 284.3,
  "energy_ha": -291.05045,
  "e_lumo_ev": 0.94,
  "charge": 0
}

---

{
  "formula": "C3H2O4Sn",
  "method": "ωB97M-V with the def2-TZVPD basis set",
  "elements": ["H", "C", "C", "O", "C", "O", "O", "Sn", "O", "H"],
  "positions_angstrom": [[1.331, 1.878, 0.480], [0.302, 1.876, -1.048], [0.219, 1.554, 0.286], [-0.453, 0.364, 0.524], [0.208, -0.872, 0.846], [0.984, -0.929, 1.765], [-0.206, -1.739, 0.016], [-1.022, -0.441, -1.269], [-0.219, 1.108, -2.000], [0.417, 2.945, -1.279]],
  "orbital_gap_ev": 8.81,
  "relative_energy_kj_mol": 0.0,
  "energy_ha": -630.68738,
  "e_lumo_ev": -0.40,
  "charge": 0
}

---

{
  "formula": "C9H14O",
  "method": "ωB97M-V with the def2-TZVPD basis set",
  "elements": ["C", "C", "C", "C", "C", "O", "C", "C", "H", "H", "H", "H", "H", "H", "H", "H", "C", "C", "H", "H", "H", "H", "H", "H"],
  "positions_angstrom": [[0.252, -1.033, -3.444], [0.121, -1.027, -1.938], [1.120, -1.270, -1.044], [0.908, -1.164, 0.346], [-0.345, -0.867, 0.814], [-0.551, -0.791, 2.158], [-1.432, -0.916, -0.087], [-1.207, -1.011, -1.441], [0.136, -2.064, -3.846], [1.252, -1.085, -3.887], [-0.396, -0.314, -3.947], [2.088, -1.690, -1.331], [1.753, -1.423, 0.965], [-1.477, -0.667, 2.377], [-2.424, -0.733, 0.316], [-1.916, -0.946, -2.258], [0.711, 3.741, 2.456], [0.223, 2.824, 1.362], [1.621, 3.445, 3.009], [1.045, 4.665, 1.951], [0.134, 3.858, 3.360], [-0.698, 3.104, 0.847], [1.024, 2.567, 0.647], [0.268, 1.802, 1.791]],
  "orbital_gap_ev": 9.20,
  "relative_energy_kj_mol": 141.8,
  "energy_ha": -426.51879,
  "e_lumo_ev": 0.86,
  "charge": 0
}

---

{
  "formula": "C12H28BNO4S2",
  "method": "ωB97M-V with the def2-TZVPD basis set",
  "elements": ["O", "S", "O", "C", "C", "C", "C", "H", "H", "H", "H", "H", "H", "H", "H", "O", "S", "O", "C", "C", "C", "C", "H", "H", "H", "H", "H", "H", "H", "H", "B", "N", "C", "C", "C", "C", "H", "H", "H", "H", "H", "H", "H", "H", "H", "H", "H", "H"],
  "positions_angstrom": [[-4.131, 0.987, -2.436], [-3.470, 0.457, -3.602], [-2.076, 0.724, -3.854], [-3.771, -1.304, -3.682], [-5.069, -1.427, -4.475], [-4.947, -0.432, -5.637], [-4.435, 0.891, -5.054], [-3.832, -1.703, -2.672], [-2.934, -1.755, -4.214], [-5.224, -2.446, -4.827], [-5.917, -1.157, -3.842], [-4.233, -0.814, -6.369], [-5.897, -0.292, -6.150], [-3.795, 1.433, -5.746], [-5.249, 1.533, -4.724], [5.951, -1.293, 6.474], [4.974, -1.329, 5.414], [4.676, -2.556, 4.721], [3.457, -0.592, 6.010], [3.611, 0.893, 5.695], [4.206, 0.961, 4.282], [5.368, -0.040, 4.225], [3.348, -0.808, 7.070], [2.636, -1.035, 5.449], [2.657, 1.414, 5.757], [4.295, 1.356, 6.410], [3.442, 0.683, 3.554], [4.543, 1.966, 4.034], [5.479, -0.495, 3.245], [6.309, 0.411, 4.532], [1.021, 1.220, 1.418], [-0.268, 1.625, 1.039], [-0.677, 1.436, -0.362], [-1.134, 0.013, -0.675], [-0.023, -0.937, -1.135], [0.771, -0.461, -2.361], [1.246, 1.117, 2.591], [1.909, 1.033, 0.645], [-0.989, 1.285, 1.665], [0.109, 1.775, -1.025], [-1.527, 2.092, -0.553], [-1.569, -0.387, 0.242], [-1.920, 0.050, -1.422], [0.633, -1.135, -0.288], [-0.497, -1.888, -1.370], [0.576, 0.573, -2.618], [1.834, -0.559, -2.161], [0.533, -1.083, -3.216]],
  "orbital_gap_ev": 10.47,
  "energy_ha": -1650.95120,
  "e_lumo_ev": 0.52,
  "charge": 0
}